# 1
3 unconnected molecules or ions with the total composition C3H13NO3 in a non-equilibrium geometry, computed with wB97M-V/def2-TZVPD.

Output
LUMO energy in Eh: 0.0231
F_max in hartree/bohr: 0.03399
SMILES: NCCCO.O.O
HOMO in Ha: -0.354
Gap between HOMO and LUMO in eV: 10.3
Relative energy (zero: lowest compared OMol25 entry of this formula, charge and spin) in kcal/mol: 29.6

Last columns: bonded neighbours and bond lengths (Å).
Positions of all 20 atoms, in Å:
1 N -2.898 -1.725 -0.218  C2 1.448, H6 1.015, H7 1.025
2 C -1.667 -1.102 0.220  N1 1.448, C3 1.549, H8 1.093, H9 1.094
3 C -1.376 0.246 -0.486  C2 1.549, C4 1.517, H10 1.095, H11 1.094
4 C 0.105 0.550 -0.359  C3 1.517, O5 1.457, H12 1.090, H13 1.093
5 O 0.509 1.901 -0.726  C4 1.457, H14 0.939
6 H -2.728 -2.515 -0.833  N1 1.015
7 H -3.306 -2.241 0.569  N1 1.025
8 H -1.570 -0.881 1.286  C2 1.093
9 H -0.835 -1.748 -0.074  C2 1.094
10 H -1.890 1.122 -0.079  C3 1.095
11 H -1.684 0.154 -1.531  C3 1.094
12 H 0.696 -0.158 -0.941  C4 1.090
13 H 0.389 0.606 0.695  C4 1.093
14 H -0.205 2.342 -1.146  O5 0.939
15 O 0.136 -0.342 4.837  H16 0.959, H17 0.954
16 H 0.620 -1.156 4.985  O15 0.959
17 H 0.860 0.187 4.512  O15 0.954
18 O 4.922 1.530 -3.972  H19 0.956, H20 0.955
19 H 5.578 2.004 -3.463  O18 0.956
20 H 4.345 1.225 -3.275  O18 0.955

***

# 2
3 unconnected molecules or ions with the total composition C3H13NO3 in a non-equilibrium geometry, computed with wB97M-V/def2-TZVPD.

Output
LUMO energy in Eh: 0.0196
F_max in hartree/bohr: 0.14435
SMILES: CCNCO.O.O
HOMO in Ha: -0.323
Gap between HOMO and LUMO in eV: 9.3
Relative energy (zero: lowest compared OMol25 entry of this formula, charge and spin) in kcal/mol: 51.8

Last columns: bonded neighbours and bond lengths (Å).
Positions of all 20 atoms, in Å:
1 C -2.233 0.541 0.864  C2 1.509, H6 1.139, H7 1.082, H8 1.114
2 C -0.790 0.974 0.775  C1 1.509, N3 1.410, H9 1.233, H10 1.130
3 N -0.054 0.768 1.960  C2 1.410, C4 1.404, H11 1.092
4 C 1.029 1.649 2.103  N3 1.404, O5 1.527, H12 1.110, H13 1.139
5 O 0.558 3.032 2.544  C4 1.527, H14 0.984
6 H -2.817 0.938 -0.029  C1 1.139
7 H -2.525 -0.496 0.754  C1 1.082
8 H -2.728 1.064 1.714  C1 1.114
9 H -0.783 2.187 0.551  C2 1.233
10 H -0.223 0.509 -0.084  C2 1.130
11 H -0.486 0.474 2.919  N3 1.092
12 H 1.627 1.232 2.939  C4 1.110
13 H 1.550 1.851 1.110  C4 1.139
14 H 0.091 2.900 3.399  O5 0.984
15 O 2.145 -2.543 -2.267  H16 0.879, H17 1.032
16 H 1.772 -2.138 -2.951  O15 0.879
17 H 2.957 -2.006 -1.924  O15 1.032
18 O 0.546 -3.771 -5.076  H19 0.955, H20 1.008
19 H 0.783 -3.679 -4.156  O18 0.955
20 H -0.419 -3.485 -5.144  O18 1.008

***

# 3
4 unconnected molecules or ions with the total composition C3H13NO3 in a non-equilibrium geometry, computed with wB97M-V/def2-TZVPD.

Output
LUMO energy in Eh: 0.0152
F_max in hartree/bohr: 0.02517
SMILES: C=CNC.O.O.O
HOMO in Ha: -0.262
Gap between HOMO and LUMO in eV: 7.5
Relative energy (zero: lowest compared OMol25 entry of this formula, charge and spin) in kcal/mol: 25.5

Last columns: bonded neighbours and bond lengths (Å).
Positions of all 20 atoms, in Å:
1 C -0.485 -0.086 2.569  C2 1.338, H5 1.081, H6 1.080
2 C -1.174 -0.946 1.809  C1 1.338, N3 1.373, H7 1.085
3 N -1.080 -1.022 0.441  C2 1.373, C4 1.437, H8 1.005
4 C -1.888 -1.936 -0.318  N3 1.437, H9 1.097, H10 1.098, H11 1.082
5 H -0.368 -0.354 3.610  C1 1.081
6 H 0.059 0.762 2.179  C1 1.080
7 H -1.754 -1.735 2.275  C2 1.085
8 H -0.808 -0.195 -0.061  N3 1.005
9 H -2.947 -1.676 -0.438  C4 1.097
10 H -1.896 -2.897 0.213  C4 1.098
11 H -1.435 -2.182 -1.270  C4 1.082
12 O 3.526 0.705 -0.417  H13 0.958, H14 0.960
13 H 3.790 1.219 0.347  O12 0.958
14 H 4.272 0.152 -0.660  O12 0.960
15 O -1.034 1.588 -0.899  H16 0.958, H17 0.954
16 H -1.726 1.746 -1.543  O15 0.958
17 H -0.250 1.993 -1.265  O15 0.954
18 O 1.368 1.782 -2.127  H19 0.970, H20 0.963
19 H 1.903 1.232 -1.534  O18 0.970
20 H 1.926 1.852 -2.910  O18 0.963

***

# 4
3 unconnected molecules or ions with the total composition C3H13NO3 in a non-equilibrium geometry, computed with wB97M-V/def2-TZVPD.

Output
LUMO energy in Eh: 0.0236
F_max in hartree/bohr: 0.05956
SMILES: NCCCO.O.O
HOMO in Ha: -0.329
Gap between HOMO and LUMO in eV: 9.6
Relative energy (zero: lowest compared OMol25 entry of this formula, charge and spin) in kcal/mol: 38.3

Last columns: bonded neighbours and bond lengths (Å).
Positions of all 20 atoms, in Å:
1 N -2.663 -1.304 -0.609  C2 1.437, H6 1.003, H7 1.009
2 C -1.276 -1.216 -0.974  N1 1.437, C3 1.522, H8 1.096, H9 1.109
3 C -0.393 -0.148 -0.346  C2 1.522, C4 1.565, H10 1.091, H11 1.079
4 C 1.113 -0.566 -0.275  C3 1.565, O5 1.447, H12 1.081, H13 1.111
5 O 1.664 0.268 0.771  C4 1.447, H14 0.960
6 H -3.353 -1.883 -1.051  N1 1.003
7 H -2.757 -1.383 0.393  N1 1.009
8 H -1.109 -1.057 -2.045  C2 1.096
9 H -0.782 -2.208 -0.927  C2 1.109
10 H -0.391 0.836 -0.819  C3 1.091
11 H -0.753 0.027 0.655  C3 1.079
12 H 1.255 -1.590 0.041  C4 1.081
13 H 1.679 -0.275 -1.186  C4 1.111
14 H 2.620 0.186 0.767  O5 0.960
15 O 4.076 1.647 1.366  H16 0.968, H17 0.961
16 H 4.252 1.220 0.516  O15 0.968
17 H 4.694 2.363 1.537  O15 0.961
18 O -2.257 1.867 0.610  H19 0.965, H20 0.970
19 H -3.126 2.263 0.745  O18 0.965
20 H -2.495 0.953 0.829  O18 0.970

***

# 5
3 unconnected molecules or ions with the total composition C3H13NO3 in a non-equilibrium geometry, computed with wB97M-V/def2-TZVPD.

Output
LUMO energy in Eh: 0.0267
F_max in hartree/bohr: 0.02973
SMILES: C[C@H](O)CN.O.O
HOMO in Ha: -0.359
Gap between HOMO and LUMO in eV: 10.5
Relative energy (zero: lowest compared OMol25 entry of this formula, charge and spin) in kcal/mol: 15.8

Last columns: bonded neighbours and bond lengths (Å).
Positions of all 20 atoms, in Å:
1 C -0.812 1.912 1.947  C2 1.516, H6 1.092, H7 1.084, H8 1.095
2 C -0.313 0.842 0.996  C1 1.516, O3 1.435, C4 1.522, H9 1.063
3 O 1.022 0.403 1.289  C2 1.435, H10 0.966
4 C -0.416 1.299 -0.453  C2 1.522, N5 1.465, H11 1.094, H12 1.098
5 N -0.587 0.194 -1.400  C4 1.465, H13 1.021, H14 1.015
6 H -0.310 2.868 1.781  C1 1.092
7 H -1.882 2.002 1.801  C1 1.084
8 H -0.563 1.634 2.976  C1 1.095
9 H -0.844 -0.076 1.080  C2 1.063
10 H 1.599 1.155 1.472  O3 0.966
11 H -1.288 1.950 -0.565  C4 1.094
12 H 0.440 1.936 -0.709  C4 1.098
13 H 0.101 -0.527 -1.175  N5 1.021
14 H -0.226 0.441 -2.316  N5 1.015
15 O 2.335 -2.441 -1.704  H16 0.967, H17 0.967
16 H 1.810 -3.113 -1.247  O15 0.967
17 H 2.882 -3.006 -2.266  O15 0.967
18 O -0.989 -2.756 -0.177  H19 0.969, H20 0.966
19 H -1.094 -1.793 -0.209  O18 0.969
20 H -0.865 -2.925 -1.120  O18 0.966

***

# 6
4 unconnected molecules or ions with the total composition C3H13NO3 in a non-equilibrium geometry, computed with wB97M-V/def2-TZVPD.

Output
LUMO energy (alpha / beta) in Eh: -0.2069 / -0.3166
F_max in hartree/bohr: 0.04313
<S²>: 0.755
Total charge: +1
HOMO (alpha / beta) in Ha: -0.549 / -0.549
Gap between HOMO and LUMO (alpha / beta) in eV: 9.3 / 6.3
2S+1: 2
Relative energy (zero: lowest compared OMol25 entry of this formula, charge and spin) in kcal/mol: 62.8

Last columns: bonded neighbours and bond lengths (Å).
Positions of all 20 atoms, in Å:
1 N 2.117 -0.135 1.252  C2 1.496, H5 1.033, H6 1.019
2 C 2.119 -0.302 -0.235  N1 1.496, C4 1.499, H7 1.102, H8 1.090
3 C 0.245 -0.982 -1.795  C4 1.377, H9 1.084, H10 1.090
4 C 0.738 -0.165 -0.802  C2 1.499, C3 1.377, H11 1.093
5 H 1.854 0.853 1.392  N1 1.033
6 H 3.092 -0.053 1.538  N1 1.019
7 H 2.765 0.441 -0.728  C2 1.102
8 H 2.508 -1.284 -0.503  C2 1.090
9 H -0.790 -1.300 -1.849  C3 1.084
10 H 0.984 -1.286 -2.538  C3 1.090
11 H 0.045 0.554 -0.357  C4 1.093
12 H -2.495 0.021 -0.959  O14 0.952
13 H -2.190 1.242 -1.764  O14 0.957
14 O -2.549 0.359 -1.847  H12 0.952, H13 0.957
15 H -0.824 2.317 1.175  O17 0.952
16 H -1.263 0.878 1.544  O17 0.968
17 O -1.573 1.729 1.204  H15 0.952, H16 0.968
18 H -0.483 -1.785 1.972  O20 0.957
19 H 0.507 -0.844 1.398  O20 0.986
20 O -0.441 -0.879 1.668  H18 0.957, H19 0.986